Entry 1:
Here is a cluster of 4 separate species, C31H38N6O12 in total from the OMol25 dataset. Energies are from the ωB97M-V functional and the def2-TZVPD basis.

Structure (XYZ):
```
87
C31H38N6O12 (the ωB97M-V functional and the def2-TZVPD basis)
C 4.733 2.981 4.427
C 4.933 2.663 2.947
N 3.732 2.054 2.417
C 3.803 1.508 1.069
N 4.073 0.044 1.092
C 4.913 2.048 0.320
N 5.833 2.433 -0.294
C 2.456 1.709 0.273
C 2.565 0.796 -0.879
N 2.598 0.113 -1.820
C 1.233 1.198 1.038
C 0.641 2.051 2.163
C -0.421 3.048 1.685
C -1.505 3.231 2.747
C -2.739 3.950 2.194
N -3.941 3.106 2.349
N 2.277 3.013 -0.344
C 2.439 4.201 0.511
C 3.627 5.070 0.143
H 4.237 2.169 4.932
H 5.706 3.166 4.849
H 4.180 3.900 4.525
H 5.133 3.599 2.459
H 5.812 2.027 2.870
H 3.342 1.387 3.056
H 5.009 -0.082 1.451
H 3.455 -0.398 1.758
H 1.454 0.213 1.421
H 0.462 1.052 0.302
H 0.120 1.368 2.816
H 1.377 2.548 2.770
H -0.835 2.726 0.741
H 0.020 4.019 1.546
H -1.052 3.800 3.546
H -1.806 2.284 3.171
H -2.562 4.133 1.141
H -2.907 4.864 2.738
H -4.074 2.539 1.525
H -4.735 3.726 2.402
H 2.936 3.098 -1.101
H 1.574 4.828 0.355
H 2.459 3.979 1.564
H 3.426 6.049 0.554
H 3.717 5.192 -0.925
H 4.544 4.739 0.597
O 4.805 -0.224 -5.031
C 3.816 -0.608 -5.623
C 2.514 -0.792 -4.999
C 1.488 -1.235 -5.736
O 0.269 -1.426 -5.238
C 1.630 -1.554 -7.195
O 0.653 -1.968 -7.791
C 2.927 -1.350 -7.822
C 3.954 -0.905 -7.090
O 5.163 -0.695 -7.594
H 2.420 -0.561 -3.942
H -0.272 -1.749 -5.980
H 3.016 -1.568 -8.877
H 5.708 -0.381 -6.849
O -5.127 1.207 -0.212
C -5.439 0.030 -0.208
C -4.804 -0.970 -1.049
C -5.219 -2.240 -0.995
O -4.679 -3.197 -1.743
C -6.329 -2.678 -0.088
O -6.655 -3.848 -0.110
C -6.951 -1.681 0.769
C -6.537 -0.409 0.718
O -7.059 0.548 1.474
H -4.003 -0.647 -1.698
H -5.166 -4.012 -1.516
H -7.740 -2.008 1.430
H -6.582 1.366 1.244
O -3.295 -3.811 0.790
C -3.040 -4.961 1.091
C -3.087 -5.474 2.449
C -2.778 -6.756 2.685
O -2.801 -7.292 3.896
C -2.377 -7.692 1.580
O -2.096 -8.836 1.879
C -2.351 -7.182 0.218
C -2.661 -5.901 -0.018
O -2.658 -5.370 -1.233
H -3.376 -4.792 3.235
H -2.535 -8.223 3.782
H -2.075 -7.867 -0.570
H -2.908 -4.430 -1.131
```

Output
SMILES: CCN[C@](N)(C#N)[C@@](C#N)(CCCCCN)NCC.O=C1C=C(O)C(=O)C=C1O.O=C1C=C(O)C(=O)C=C1O.O=C1C=C(O)C(=O)C=C1O
Spin multiplicity: 1
Energy in eV: -66270.7872
Total charge: 0

Entry 2:
Here is a structure of composition C31H38NO2V from the OMol25 dataset. Energies are from the ωB97M-V functional and the def2-TZVPD basis.

Structure (XYZ):
```
73
C31H38NO2V (the ωB97M-V functional and the def2-TZVPD basis)
O -0.257 -0.872 -4.567
C -0.323 0.445 -5.209
C -0.193 -0.043 -6.634
H 0.494 1.069 -4.837
H -1.283 0.953 -5.047
C -0.145 -1.421 -5.922
H 0.723 0.285 -7.133
H -1.112 0.129 -7.208
C 1.167 -2.171 -6.107
H 2.021 -1.486 -5.981
H 1.191 -2.600 -7.122
H 1.212 -2.980 -5.364
C -1.368 -2.264 -6.245
H -2.284 -1.658 -6.183
H -1.427 -3.083 -5.522
H -1.282 -2.688 -7.254
V -0.465 -0.885 1.569
C -2.480 -1.286 2.608
C -2.416 0.145 2.744
C -2.351 0.716 1.442
H -2.489 0.678 3.690
C -2.444 -0.345 0.482
C -2.576 -1.586 1.218
H -2.844 -2.549 0.784
H -2.502 -2.002 3.419
H -2.323 1.781 1.206
H -2.535 -0.222 -0.596
C 0.760 -2.537 2.583
C -0.170 -3.044 1.625
C 0.224 -2.557 0.326
H -0.977 -3.745 1.838
C 1.394 -1.736 0.493
C 1.706 -1.713 1.890
H 2.539 -1.178 2.354
H 0.844 -2.875 3.618
H -0.217 -2.848 -0.627
H 2.033 -1.356 -0.303
O 1.581 0.834 -2.657
C 0.464 0.121 -2.051
C -0.836 0.829 -2.391
H 0.587 0.156 -0.934
H 0.483 -0.940 -2.332
C -0.406 2.243 -2.829
H -1.424 0.934 -1.488
H -1.387 0.289 -3.159
C 1.136 2.214 -2.852
H -0.756 2.951 -2.076
H -0.835 2.554 -3.786
H 1.450 2.848 -2.002
H 1.547 2.627 -3.787
C 1.019 4.372 2.302
C 1.114 3.409 1.288
C 0.772 2.079 1.522
C 0.435 1.676 2.837
C 0.293 2.653 3.855
C 0.585 3.989 3.579
N 0.262 0.313 3.096
C 0.560 -0.120 4.405
C 1.757 0.309 5.022
C 2.038 -0.045 6.338
C 1.171 -0.880 7.059
C -0.019 -1.302 6.459
C -0.307 -0.956 5.143
H 1.276 5.418 2.116
H 1.460 3.695 0.292
H 0.834 1.341 0.710
H -0.017 2.320 4.853
H 0.481 4.718 4.383
H 2.456 0.923 4.447
H 2.940 0.343 6.815
H 1.395 -1.155 8.097
H -0.737 -1.902 7.016
H -1.219 -1.330 4.684
```

Output
Spin multiplicity: 3
Total charge: 0
Relative energy (zero: lowest compared OMol25 entry of this formula, charge and spin) in kcal/mol: 21.7

Entry 3:
Here is a structure of composition C31H39BClF2N9OReS3 from the OMol25 dataset. Energies are from the ωB97M-V functional and the def2-TZVPD basis.

Structure (XYZ):
```
88
C31H39BClF2N9OReS3 (the ωB97M-V functional and the def2-TZVPD basis)
Re -1.777 -1.436 1.614
S -1.610 -3.571 2.458
C -2.557 -4.478 1.218
C -2.030 -5.814 0.977
N -1.435 -6.762 0.701
C -3.381 -3.848 0.391
S -3.616 -2.085 0.360
C -4.117 -4.601 -0.643
N -4.652 -5.202 -1.470
F -3.248 0.382 3.789
B -3.097 -0.818 3.290
F -3.828 -1.815 3.857
N 1.382 -4.048 -2.338
C 0.059 -3.580 -2.855
C -0.446 -2.424 -1.998
N -0.409 -2.718 -0.549
C 0.888 -3.205 -0.103
C 1.389 -4.463 -0.886
H 1.944 -3.223 -2.523
H 1.785 -4.787 -2.972
H -0.605 -4.465 -2.696
H 0.179 -3.379 -3.938
H -1.444 -2.163 -2.311
H 0.241 -1.581 -2.193
H -1.016 -3.515 -0.389
H 0.911 -3.464 0.941
H 1.635 -2.437 -0.185
H 0.720 -5.276 -0.822
H 2.365 -4.804 -0.634
C -0.064 3.511 1.348
C 0.075 4.397 0.154
C 1.409 5.126 0.350
C -1.043 5.444 0.079
C 0.140 3.620 -1.191
O 0.972 2.417 -0.869
C 0.789 4.397 -2.387
C 0.903 3.732 -3.754
C 1.432 2.292 -3.811
C 2.740 2.084 -3.328
C 3.347 0.814 -3.270
C 2.611 -0.245 -3.774
Cl 3.433 -1.869 -3.658
C 1.399 -0.059 -4.352
C 0.719 1.167 -4.254
C -1.140 3.042 -1.671
N -1.686 2.218 -0.584
C -1.390 0.954 -0.275
N -2.091 0.574 0.754
C -3.008 1.596 0.987
N -2.713 2.591 0.187
H 0.320 4.117 2.171
H 0.570 2.643 1.141
H -1.092 3.290 1.551
H 1.404 5.808 1.209
H 1.640 5.794 -0.452
H 2.172 4.375 0.535
H -0.865 6.247 0.811
H -2.029 5.036 0.310
H -1.106 5.931 -0.886
H 1.791 2.489 -1.436
H 1.812 4.663 -2.154
H 0.276 5.384 -2.552
H 1.629 4.394 -4.259
H -0.053 3.746 -4.285
H 3.335 2.956 -2.950
H 4.362 0.587 -2.929
H 0.902 -0.948 -4.784
H -0.251 1.270 -4.746
H -1.080 2.385 -2.544
H -1.906 3.757 -1.878
H -0.602 0.489 -0.846
H -3.767 1.539 1.770
N 1.364 0.210 1.367
C 1.129 -0.474 2.514
N -0.020 -0.995 2.923
C 0.138 -1.583 4.230
C -0.852 -2.124 5.040
C -0.475 -2.716 6.251
C 0.870 -2.706 6.627
C 1.862 -2.117 5.861
C 1.476 -1.647 4.649
S 2.504 -0.817 3.521
H 0.557 0.499 0.880
H 2.167 0.715 1.178
H -1.908 -2.207 4.728
H -1.291 -3.098 6.876
H 1.032 -3.097 7.580
H 2.924 -2.016 6.205
```

Output
Spin multiplicity: 4
Energy in eV: -101496.1750
Total charge: +2

Entry 4:
Here is a structure of composition C31H39Cl2IN10O3Zr from the OMol25 dataset. Energies are from the ωB97M-V functional and the def2-TZVPD basis.

Structure (XYZ):
```
87
C31H39Cl2IN10O3Zr (the ωB97M-V functional and the def2-TZVPD basis)
Zr 0.716 -0.083 -0.535
N 1.384 3.283 -3.388
C 1.247 3.056 -2.072
N 0.416 2.237 -1.538
C -0.431 1.493 -2.398
N -1.367 0.733 -1.939
N -1.432 0.567 -0.545
C -2.684 0.450 -0.092
C -2.997 0.427 1.231
C -4.295 0.742 1.758
C -4.417 1.263 2.995
C -3.208 1.537 3.755
C -2.019 1.076 3.351
N -1.928 0.260 2.196
C -0.225 1.577 -3.854
C -0.876 0.749 -4.762
C -0.634 0.873 -6.119
C 0.268 1.828 -6.582
C 0.936 2.645 -5.690
C 0.692 2.506 -4.331
H 2.105 3.906 -3.706
H 1.909 3.633 -1.432
H -3.492 0.492 -0.817
H -5.157 0.639 1.105
H -5.382 1.543 3.394
H -3.259 2.141 4.653
H -1.093 1.238 3.895
H -1.566 0.008 -4.379
H -1.143 0.224 -6.820
H 0.461 1.926 -7.642
H 1.651 3.381 -6.041
N 0.508 1.534 1.308
C 1.291 0.996 2.414
C 1.758 2.051 3.396
C 2.398 1.452 4.633
C 1.374 0.890 5.622
N 0.362 -0.090 5.129
C 0.553 -1.384 4.819
N 1.743 -1.826 4.432
N -0.485 -2.227 4.939
C 2.462 0.216 1.800
O 3.237 -0.393 2.532
O 2.539 0.299 0.522
H 0.993 2.319 0.891
H -0.414 1.840 1.594
H 0.654 0.276 2.930
H 0.906 2.678 3.686
H 2.464 2.714 2.885
H 2.933 2.228 5.185
H 3.147 0.719 4.343
H 0.775 1.717 6.002
H 1.913 0.458 6.469
H -0.587 0.121 5.391
H 2.298 -1.221 3.796
H 1.774 -2.791 4.129
H -1.413 -1.863 5.088
H -0.467 -3.078 4.398
Cl -0.289 -2.061 -2.237
C 0.267 -3.374 -1.205
C 0.365 -4.643 -1.722
C 0.793 -5.683 -0.905
C 1.069 -5.401 0.426
C 0.937 -4.113 0.912
Cl 1.251 -3.849 2.626
C 0.577 -2.980 0.133
N 0.499 -1.713 0.563
H 0.106 -4.824 -2.759
H 0.896 -6.687 -1.294
H 1.386 -6.187 1.099
I -2.435 -2.356 3.918
C -1.338 -0.977 2.333
H -1.361 -1.592 1.447
H -0.371 -0.982 2.824
C 2.998 -0.656 -4.130
C 3.067 -0.513 -2.615
C 4.164 0.485 -2.251
C 3.393 -1.874 -1.993
O 1.815 -0.035 -2.154
H 3.953 -1.005 -4.532
H 2.753 0.308 -4.588
H 2.215 -1.368 -4.401
H 5.139 0.132 -2.597
H 4.202 0.622 -1.170
H 3.954 1.451 -2.723
H 4.433 -2.147 -2.189
H 2.750 -2.651 -2.409
H 3.248 -1.843 -0.912
```

Output
Spin multiplicity: 1
Total charge: 0
Relative energy (zero: lowest compared OMol25 entry of this formula, charge and spin) in kcal/mol: 150.4

Entry 5:
Here is a structure of composition C31H39Cl2N6O2SSiTa from the OMol25 dataset. Energies are from the ωB97M-V functional and the def2-TZVPD basis.

Structure (XYZ):
```
83
C31H39Cl2N6O2SSiTa (the ωB97M-V functional and the def2-TZVPD basis)
Ta -0.806 0.285 0.166
Cl 2.659 -2.843 -0.025
C 3.071 -2.082 -1.564
Cl 2.641 -0.358 -1.551
H 2.496 -2.563 -2.346
H 4.138 -2.164 -1.733
C -4.195 -1.107 -1.495
C -3.274 -0.189 -2.232
C -3.461 0.121 -3.567
C -2.563 0.960 -4.217
C -1.478 1.489 -3.541
C -1.357 1.161 -2.201
N -2.234 0.357 -1.572
N -0.349 1.537 -1.308
Si 0.311 3.222 -1.300
C -1.152 4.357 -1.459
C 1.164 3.446 0.342
C 1.541 3.383 -2.686
H -5.077 -1.318 -2.093
H -4.504 -0.668 -0.548
H -3.695 -2.053 -1.277
H -4.308 -0.293 -4.093
H -2.711 1.197 -5.263
H -0.753 2.125 -4.026
H -1.905 4.139 -0.699
H -1.629 4.298 -2.438
H -0.828 5.391 -1.317
H 0.471 3.405 1.185
H 1.615 4.442 0.345
H 1.972 2.730 0.505
H 1.085 3.359 -3.676
H 2.296 2.595 -2.643
H 2.062 4.340 -2.599
O -1.817 1.605 1.116
C -2.150 1.798 2.413
C -3.415 2.236 2.771
C -3.709 2.428 4.109
C -2.753 2.185 5.092
C -1.493 1.755 4.734
C -1.166 1.559 3.388
C 0.167 1.128 2.993
N 0.545 0.575 1.821
C 1.908 0.303 1.908
C 2.348 0.701 3.119
N 1.249 1.210 3.777
H -4.150 2.422 2.000
H -4.697 2.767 4.391
H -2.997 2.327 6.135
H -0.770 1.545 5.513
H 2.446 -0.152 1.096
H 3.326 0.672 3.563
H 1.259 1.630 4.693
C -1.098 -2.563 4.437
C -2.210 -3.227 3.639
N -1.775 -3.646 2.296
C -1.327 -5.047 2.123
C 0.187 -5.190 2.152
C -1.740 -2.816 1.279
S -2.341 -1.180 1.500
N -1.373 -3.323 0.082
C -0.776 -2.637 -0.830
O -0.305 -1.416 -0.618
C -0.594 -3.165 -2.182
C -0.067 -2.350 -3.187
C 0.076 -2.847 -4.470
C -0.302 -4.155 -4.753
C -0.827 -4.967 -3.756
C -0.977 -4.476 -2.471
H -1.490 -2.260 5.407
H -0.727 -1.675 3.923
H -0.267 -3.246 4.605
H -3.065 -2.563 3.533
H -2.556 -4.126 4.145
H -1.727 -5.403 1.175
H -1.789 -5.617 2.924
H 0.640 -4.648 1.323
H 0.454 -6.241 2.055
H 0.605 -4.824 3.089
H 0.226 -1.332 -2.962
H 0.481 -2.220 -5.252
H -0.187 -4.544 -5.756
H -1.118 -5.984 -3.983
H -1.384 -5.097 -1.685
```

Output
Spin multiplicity: 1
Total charge: +2
Relative energy (zero: lowest compared OMol25 entry of this formula, charge and spin) in kcal/mol: 1.4